1.
45
Properties=species:S:1:pos:R:3:mulliken_charge:R:1 method="wB97M-V/def2-TZVPD" total_charge=+1 max_force_ev_per_a=2.16 homo_energy_ev=-12.84 lumo_energy_ha=-0.145
N 2.07332 -1.27424 2.26730 -0.18
C 1.23237 -0.35933 1.95792 0.34
N 1.43803 0.83361 1.39740 -0.23
C 0.62297 1.76064 2.23540 -0.55
C -0.31754 0.78159 3.00633 -0.52
N -0.12869 -0.47984 2.24730 -0.16
S -1.06101 -0.54629 0.76335 -0.14
H 1.74165 -2.01999 2.86683 0.29
H 3.02397 -1.34780 1.91098 0.22
H 2.39819 1.16104 1.36213 0.31
H 0.21484 2.63384 1.75094 0.36
H 1.26044 2.17099 3.01455 0.32
H 0.18219 0.60173 3.94959 0.36
H -1.34116 1.07754 3.13869 0.37
H -2.28825 -0.36041 1.28445 0.26
O -4.57131 1.51131 -0.02244 -0.66
S -3.79104 2.71252 -0.02620 1.28
O -3.58880 3.44779 1.18452 -0.63
O -4.32620 3.68159 -1.15648 -0.27
C -5.73608 4.01575 -1.15556 -0.35
C -6.08770 5.03791 -0.09395 -0.99
C -2.21987 2.36350 -0.72808 -0.32
H -6.32998 3.10738 -1.04843 0.33
H -5.93640 4.42035 -2.14474 0.28
H -5.96987 4.62741 0.90811 0.30
H -7.12305 5.35581 -0.21075 0.39
H -5.43821 5.90953 -0.17011 0.27
H -2.35184 1.82342 -1.66198 0.34
H -1.71365 1.74158 0.01229 -0.39
H -1.68419 3.29571 -0.88990 0.37
O 4.05474 -2.57354 -0.05558 -0.67
S 3.44110 -3.73751 -0.64571 1.25
O 3.85856 -5.04840 -0.27959 -0.59
O 3.44248 -3.59282 -2.21785 -0.26
C 4.70959 -3.35334 -2.88373 -0.34
C 5.55399 -4.60674 -2.98599 -0.99
C 1.69319 -3.62556 -0.43444 -0.96
H 5.24601 -2.54957 -2.37783 0.32
H 4.44900 -2.99567 -3.87688 0.27
H 5.89306 -4.93994 -2.00595 0.30
H 6.43189 -4.41515 -3.60166 0.39
H 4.98080 -5.42043 -3.42879 0.28
H 1.36033 -2.63844 -0.74666 0.23
H 1.48172 -3.78628 0.62090 0.35
H 1.22041 -4.40126 -1.02967 0.42

---

2.
43
Properties=species:S:1:pos:R:3:mulliken_charge:R:1 method="wB97M-V/def2-TZVPD" total_charge=+2 s_squared=0.77 max_force_ev_per_a=10.43 homo_energy_ev="-13.66 / -13.66" lumo_energy_ha="-0.275 / -0.402" multiplicity=2
Zr 19.63264 6.35257 -0.22246 2.18
O 20.45998 6.39768 -2.17318 -0.70
H 20.90806 6.67658 -2.99535 0.31
O 20.90471 4.63978 0.30349 -0.71
H 21.47367 4.87164 1.06313 0.29
O 21.37301 7.38534 0.40609 -0.72
H 22.10734 7.90040 0.79340 0.18
C 19.29482 5.62271 3.02446 0.30
O 19.31319 6.13565 1.91213 -0.61
N 20.41706 5.48461 3.77473 0.14
C 21.82631 5.92774 3.44980 -0.67
C 20.49124 4.97748 5.13342 -0.92
H 18.42001 5.23328 3.56784 0.35
H 22.27643 6.48475 4.27153 0.36
H 22.05981 6.38941 2.49041 -0.22
H 22.51210 5.08082 3.47246 0.49
H 21.24568 4.19437 5.20871 0.34
H 20.81223 5.71647 5.86756 0.37
H 19.51123 4.62480 5.45482 0.30
C 23.55294 9.37886 -2.25093 0.42
O 24.81969 9.20332 -2.21749 -0.67
N 22.92795 9.75620 -3.36579 0.03
C 21.46243 9.39661 -3.41859 -0.79
C 23.64825 9.78912 -4.63411 -0.92
H 22.78464 9.13668 -1.50043 0.06
H 20.87999 9.88663 -2.63837 0.25
H 21.52762 8.31718 -3.28193 0.22
H 21.19460 9.70090 -4.43040 0.36
H 23.08872 9.83151 -5.56857 0.34
H 24.24641 10.69411 -4.74040 0.34
H 24.44567 9.07242 -4.83049 0.33
C 24.67491 8.82855 4.33113 0.19
O 24.29170 8.27076 5.32917 -0.31
N 25.17217 8.10710 3.21813 0.28
C 25.23981 8.64915 1.81023 -0.58
C 25.37319 6.61637 3.35529 -0.84
H 24.67342 9.88402 4.01777 0.37
H 24.41415 8.14312 1.30990 0.18
H 26.20712 8.56208 1.31542 0.31
H 24.95583 9.70115 1.83776 0.31
H 26.40865 6.28024 3.30094 0.37
H 25.23206 6.25506 4.37394 0.35
H 24.74330 6.07514 2.64932 0.34

---

3.
46
Properties=species:S:1:pos:R:3:mulliken_charge:R:1 method="wB97M-V/def2-TZVPD" total_charge=+2 max_force_ev_per_a=2.12 homo_energy_ev=-13.77 lumo_energy_ha=-0.384
C -2.99039 -3.73385 -1.84859 -1.09
C -2.08570 -2.81065 -0.99994 -0.43
C -0.59134 -2.76355 -1.43796 -0.50
Br 0.44052 -2.36648 0.25288 -0.27
B 0.01014 -4.16854 -2.04790 0.92
C 1.65525 -4.25165 -1.91070 -1.23
C -0.26598 -4.31180 -3.67418 -0.65
N -0.23554 -5.77440 -4.00550 -0.46
H -3.06393 -3.41544 -2.90166 0.17
H -2.74695 -4.79933 -1.75005 0.23
H -4.01011 -3.63309 -1.45107 0.43
H -2.49074 -1.79042 -1.12053 0.32
H -2.21000 -3.03312 0.06327 0.42
H -0.37733 -1.90382 -2.09323 0.43
H -0.51024 -5.09243 -1.46768 -0.15
H 2.13960 -3.27404 -2.05290 0.32
H 1.95408 -4.73140 -0.97397 0.31
H 2.08482 -4.89286 -2.71761 0.29
H 0.53514 -3.75876 -4.17793 0.35
H -1.27363 -3.88404 -3.95932 -0.26
H 0.68300 -6.18944 -3.87865 0.23
H -0.91897 -6.27497 -3.43723 0.44
N -0.03840 0.84829 0.72193 -0.29
H 0.95237 0.90715 0.49827 0.41
H -0.20856 1.24499 1.66777 0.31
H -0.57449 1.37562 0.03527 0.38
H -0.32985 -0.14784 0.70537 0.15
C -1.32209 5.27425 2.93130 -0.40
C -0.55334 5.21856 4.21943 0.39
O -0.61375 3.82888 4.55087 -0.32
C -0.71430 3.16539 3.39036 0.78
O -0.53248 1.98638 3.27116 -0.74
O -1.04531 3.97957 2.36879 -0.35
F -1.16419 5.92962 5.18878 -0.29
H -2.39640 5.37523 3.09462 0.30
H -0.98548 6.07322 2.27509 0.28
H 0.49041 5.53136 4.13494 0.20
C 2.86140 5.60792 2.00770 0.71
O 2.25457 6.44961 2.65469 -0.64
N 3.36033 4.46914 2.57482 -0.39
N 3.09552 5.74581 0.67177 -0.41
H 3.87039 3.77184 2.06853 0.17
H 3.21611 4.34470 3.55967 0.22
H 2.74884 6.57654 0.22915 0.23
H 3.59835 5.07720 0.12175 0.16
Mg -1.70133 -5.77936 -5.35158 1.32

---

4.
43
Properties=species:S:1:pos:R:3:mulliken_charge:R:1 method="wB97M-V/def2-TZVPD" total_charge=+3 de_lowest_kcal_mol=120.9 max_force_ev_per_a=4.51 homo_energy_ev=-13.37 lumo_energy_ha=-0.430
Ba 9.65758 -6.76008 -1.01708 1.91
Ba 7.10657 -12.64105 -3.70602 1.96
O 11.79691 -12.56625 1.55912 -0.40
C 11.24170 -11.54333 0.87919 0.71
O 11.47901 -10.42114 1.28650 -0.73
O 10.61324 -11.65413 -0.16873 -0.76
H 12.00574 -11.96580 2.27846 0.29
C 15.54053 -6.87500 1.29463 -0.89
C 15.46145 -5.92718 0.05332 -0.30
O 14.14272 -6.18342 -0.48391 -0.53
H 16.37729 -6.61080 1.94126 0.34
H 15.34945 -7.94363 1.19652 0.31
H 14.70596 -6.53575 1.90822 0.26
H 16.16649 -6.09207 -0.76145 0.29
H 15.39092 -4.86098 0.26858 0.22
H 14.25538 -6.93893 -1.06538 0.31
C 12.87862 -14.48479 -6.91712 -0.94
C 11.73144 -13.60851 -7.05775 -0.34
O 11.23369 -13.27747 -5.75706 -0.51
H 12.60823 -15.38047 -6.35788 0.26
H 13.67022 -13.92497 -6.41905 0.38
H 13.11305 -14.82251 -7.92662 0.30
H 10.95716 -14.26217 -7.45942 0.24
H 11.80044 -12.69967 -7.65553 0.30
H 12.02232 -12.83643 -5.43279 0.31
C 15.83027 -15.81922 3.97333 -0.77
C 15.23097 -16.86288 4.89408 -0.34
O 15.30191 -18.19017 4.30473 -0.51
H 15.42352 -15.92481 2.96760 0.26
H 16.88769 -16.07012 4.05705 0.26
H 15.69049 -14.82796 4.40457 0.25
H 14.18855 -16.54641 4.93011 0.25
H 15.60341 -16.81218 5.91722 0.31
H 16.13837 -18.58833 4.55656 0.31
C 15.22655 -9.96778 7.43021 -0.97
C 14.47594 -10.44914 6.28509 -0.08
O 13.65137 -9.43588 5.95161 -0.53
H 16.25231 -9.71872 7.15836 0.26
H 15.17904 -10.79835 8.13448 0.26
H 14.73483 -9.19546 8.02165 0.31
H 13.86760 -11.30555 6.57590 0.21
H 15.03053 -10.62591 5.36352 0.26
H 13.29013 -9.55776 5.07057 0.27

---

5.
59
Properties=species:S:1:pos:R:3:mulliken_charge:R:1 method="wB97M-V/def2-TZVPD" de_lowest_kcal_mol=35.7 max_force_ev_per_a=3.28 homo_energy_ev=-10.94 lumo_energy_ha=-0.007 smiles="C[N+](=O)[O-].C[N+](=O)[O-].C[N+](=O)[O-].C[N+](=O)[O-].C[N+](=O)[O-].C[N+](=O)[O-].C[N+](=O)[O-].ClCCl.ClCCl"
C -0.78268 26.79493 2.34672 -0.68
N -1.75560 25.79406 2.89633 0.81
O -2.92143 25.96518 2.60446 -0.48
O -1.26485 24.90218 3.58211 -0.51
H -1.14708 27.73179 2.76815 0.28
H -0.94633 26.83147 1.26970 0.28
H 0.19197 26.50804 2.74149 0.30
C -2.08398 19.87882 2.29320 -0.77
N -2.65542 19.88768 3.63669 0.78
O -3.26592 20.89403 3.91751 -0.43
O -2.63323 18.82267 4.32606 -0.49
H -2.74863 20.35836 1.57461 0.30
H -1.87102 18.86913 1.94209 0.32
H -1.13106 20.40749 2.26946 0.29
C -1.98279 21.09202 8.77196 -0.69
N -1.06262 20.02969 8.19322 0.82
O -1.35109 18.81292 8.39211 -0.50
O -0.17198 20.40993 7.45997 -0.49
H -2.27799 21.77696 7.97709 0.27
H -1.35691 21.62091 9.49074 0.29
H -2.83578 20.63712 9.27553 0.29
C -7.65169 19.63964 2.56752 -0.66
N -7.17815 20.95772 1.98916 0.83
O -7.35565 21.97355 2.63917 -0.49
O -6.68781 20.96991 0.86585 -0.51
H -8.37220 19.31892 1.81514 0.29
H -7.98101 19.83591 3.58788 0.28
H -6.72456 19.07790 2.45362 0.27
C -11.69655 21.25960 7.16295 -0.72
N -11.83856 20.96378 8.63137 0.87
O -12.38289 21.83179 9.25724 -0.51
O -11.34728 19.92767 9.02189 -0.52
H -12.08274 20.31310 6.78465 0.30
H -10.67222 21.35903 6.80382 0.27
H -12.36439 22.04131 6.80100 0.30
C -7.81168 27.45821 2.64833 -0.67
N -7.84118 27.26314 1.12080 0.91
O -6.80505 26.88576 0.65836 -0.52
O -8.90395 27.37988 0.54348 -0.55
H -7.45722 26.49334 3.01094 0.26
H -8.84989 27.70385 2.87170 0.31
H -7.13313 28.26323 2.93047 0.25
C -8.10468 23.75652 12.02305 -0.69
N -7.38749 22.71087 12.79760 0.86
O -7.51452 21.57014 12.42771 -0.50
O -6.68272 23.01402 13.77766 -0.53
H -7.40785 24.58266 11.88158 0.27
H -8.98892 24.05176 12.58791 0.28
H -8.41774 23.44058 11.02792 0.29
Cl -7.46757 29.81922 7.41180 -0.16
C -7.84578 29.00162 8.98556 -0.18
Cl -9.60764 28.60968 9.02911 -0.15
H -7.20017 28.12374 9.01056 0.20
H -7.58540 29.69959 9.78125 0.29
Cl -5.36736 24.35454 8.27292 -0.16
C -6.01878 23.95856 6.66759 -0.18
Cl -7.74798 24.39892 6.56393 -0.17
H -5.47684 24.36304 5.81272 0.28
H -5.93587 22.88040 6.53053 0.23

---

6.
38
Properties=species:S:1:pos:R:3:mulliken_charge:R:1 method="wB97M-V/def2-TZVPD" s_squared=6.03 max_force_ev_per_a=1.95 homo_energy_ev="-6.64 / -8.25" lumo_energy_ha="0.019 / 0.019" multiplicity=5
C 0.83144 -1.45159 -3.75350 -0.49
C 0.85805 0.05302 -3.99257 -0.72
H 1.85374 -1.83972 -3.67139 0.26
H 0.32155 -1.93780 -4.59160 0.30
H 0.29871 -1.74453 -2.84167 -0.07
H 1.33387 0.60118 -3.18189 0.07
H 1.43702 0.25777 -4.89697 0.40
H -0.15147 0.45037 -4.14228 0.28
Cr 0.33125 -0.34722 -0.18291 0.37
C -0.70462 0.82960 -1.51571 -1.67
H 0.04266 1.41776 -2.07974 0.39
H -1.44640 1.53483 -1.10912 0.39
H -1.22507 0.15959 -2.22388 0.35
I 1.91560 -2.29081 -0.37916 -0.45
C -0.86272 -1.87086 1.98807 -1.01
N -1.27767 -0.71839 1.13380 0.58
C -2.55366 -1.05812 0.47378 -1.14
C -1.45447 0.48431 2.00260 -0.65
C -0.08598 0.92086 2.51666 -1.11
N 0.92739 0.90745 1.39268 0.80
C 1.07319 2.28707 0.86419 -1.30
C 2.26368 0.49353 1.88844 -1.20
H -1.60125 -2.00690 2.80065 0.32
H 0.12747 -1.68532 2.43312 0.24
H -0.80768 -2.77626 1.36797 0.33
H -3.33924 -1.24712 1.22620 0.35
H -2.87824 -0.21652 -0.15305 0.34
H -2.43517 -1.95816 -0.14379 0.27
H -1.95830 1.27285 1.41824 0.40
H -2.11951 0.20885 2.84086 0.40
H -0.12354 1.94338 2.93479 0.41
H 0.26765 0.26090 3.32548 0.46
H 1.43006 2.93370 1.68477 0.46
H 1.80358 2.27992 0.04836 0.25
H 0.11312 2.67398 0.49652 0.35
H 2.64545 1.26115 2.58120 0.36
H 2.21154 -0.47103 2.40756 0.37
H 2.93794 0.38827 1.03331 0.29